Entry 1:
# C50H53N4O12

7 unconnected molecules or ions with the total composition C50H53N4O12 in a non-equilibrium geometry (ωB97M-V/def2-TZVPD, the OMol25 dataset).

The calculation puts the energy relative to the best compared isomer or geometry (same formula, charge and spin) at 0.0 kJ/mol. The spin multiplicity is 1. The charge is +1. The calculation puts the electronic energy at -3058.53564 Eh. The value obtained for the frontier orbital gap is 6.85 eV.

Atoms and positions in Å:
H -0.189 3.068 -4.699
H -8.761 3.141 -4.624
H -1.595 -2.220 -1.658
C 3.416 0.295 6.881
H 1.049 -5.067 1.683
C 9.566 6.139 2.385
H -2.106 0.304 -0.128
H -1.279 1.255 -1.991
C 10.379 7.156 3.099
H 0.603 -6.117 0.376
H -2.759 -2.331 -0.346
H 1.364 -3.425 -0.609
C 2.509 -0.405 7.830
C -1.892 -1.778 -0.710
C 4.224 -0.386 6.072
C -0.859 -3.082 1.230
O -8.693 2.509 -7.140
H 2.899 -1.177 3.152
H -1.862 -3.044 1.651
C 4.691 -6.343 3.372
H -0.904 -0.349 -2.612
C 4.232 -1.862 6.075
H -11.457 1.739 -8.396
H -0.195 -3.018 2.098
H -14.854 5.352 -7.578
C 3.252 3.439 3.332
C 1.678 -4.432 -0.337
O -13.794 1.460 -9.490
C 8.910 6.950 5.056
H -3.731 0.634 -2.967
H 3.381 1.376 6.892
C -2.735 0.514 -3.377
C -13.502 2.414 -8.802
C 2.532 -1.890 7.832
H 1.658 -5.009 -1.251
H 4.216 0.484 1.724
C 8.511 5.573 2.965
O 7.133 5.414 4.861
O 11.342 7.671 2.575
H 9.880 5.891 1.379
H -5.741 -0.636 -5.996
H -3.382 2.125 -4.617
C 4.083 -5.784 4.413
H 3.987 -9.708 4.028
C -12.156 2.540 -8.190
H 8.592 7.199 6.061
C 3.399 -3.496 1.097
C 5.062 2.387 1.376
C -11.835 3.585 -7.433
H 0.201 -1.824 -0.240
H 2.848 -8.658 5.982
N 3.042 -4.352 0.164
H 10.572 8.262 4.981
O 5.241 -8.319 2.224
O 2.823 -6.087 6.373
C -6.471 0.571 -4.321
O 2.491 1.229 3.549
H -2.001 1.794 -6.338
N 4.632 -3.338 1.627
H 3.767 -4.943 -0.215
C 8.101 5.934 4.341
O 5.820 4.606 1.186
C -6.406 0.182 -5.751
H 1.582 -2.466 1.509
O 1.777 0.216 8.564
C -14.158 4.549 -7.783
H -7.097 0.550 -7.720
H 2.538 3.751 4.082
C -12.811 4.672 -7.170
H -7.404 1.955 -2.903
H 4.084 -4.713 4.577
O -5.806 -0.005 -3.483
H -2.758 -0.376 -4.004
H -10.857 3.692 -6.982
H 0.635 1.548 -4.963
H 5.777 2.074 0.625
H 1.861 -2.382 8.525
C 4.087 4.292 2.744
H -1.303 0.409 -5.528
H 0.165 2.559 -6.334
C 3.978 -8.638 4.189
C -0.745 -1.870 0.307
H 5.219 -5.755 2.631
C -0.141 2.202 -5.354
C 4.535 -2.402 2.511
C -7.129 0.815 -6.670
C 3.330 -2.569 7.010
C -1.495 1.474 -5.430
C -8.032 1.934 -6.302
C 4.226 1.539 1.967
C -1.709 0.287 -2.246
C 3.370 -8.077 5.232
H 5.309 -2.030 3.152
C 3.375 -6.607 5.424
C -8.097 2.322 -4.871
C -2.433 1.755 -4.232
C -2.352 -0.328 -0.980
H -0.775 -0.972 0.924
N 2.571 -2.615 1.667
C 5.057 3.834 1.719
C 4.689 -7.815 3.176
O -12.519 5.626 -6.480
C -0.718 -4.466 0.555
C 3.258 1.998 2.994
H 7.901 4.831 2.467
C -7.373 1.689 -3.952
C 0.683 -5.067 0.657
H 4.103 5.347 2.983
H -1.040 -4.411 -0.482
H 3.347 -3.652 6.982
H -15.453 3.392 -8.996
C 9.967 7.518 4.480
N 3.291 -1.908 2.571
H -3.433 -0.330 -1.073
H -1.378 -5.140 1.094
O 4.932 -2.470 5.280
H -1.978 2.514 -3.603
C -14.478 3.502 -8.540
H 4.897 0.108 5.381

---

Entry 2:
# C50H54AsCl2N9O7P2Se2Y

A molecular structure, C50H54AsCl2N9O7P2Se2Y in a non-equilibrium geometry (ωB97M-V/def2-TZVPD, the OMol25 dataset).

The calculation puts the energy relative to the best compared isomer or geometry (same formula, charge and spin) at 66.8 kJ/mol. The spin multiplicity is 1. The charge is +1. The calculation puts the electronic energy at -11637.26128 Eh. The value obtained for the frontier orbital gap is 7.89 eV.

Atoms and positions in Å:
C 2.572 1.023 -4.442
N -1.095 -0.634 -3.141
H 5.333 1.320 -3.255
C 3.857 3.875 -4.058
H -7.000 0.520 -3.546
H -3.379 7.876 0.840
O 1.936 -3.249 -2.576
H 2.550 -6.067 0.426
C 2.711 -5.436 1.290
C 4.824 4.687 -6.553
C -6.002 1.512 -1.935
C -4.298 -3.056 1.488
C 5.226 3.963 -4.295
H 3.881 -0.081 3.793
C -1.386 -3.812 5.484
C -5.430 -5.129 1.065
Cl -2.986 2.792 -5.016
H -0.779 1.314 -2.850
C -3.429 -5.115 2.395
C -1.841 5.247 -0.700
H 5.919 3.741 -3.492
C 1.965 -0.070 6.589
H 1.588 1.353 -4.775
H -0.008 -1.722 4.410
Se -2.674 -0.917 3.731
C -4.357 6.499 -0.478
C -0.781 -4.723 6.336
C -2.969 4.722 -1.358
C 0.019 -5.731 5.818
Cl -4.769 2.663 0.137
H 3.908 0.724 6.133
H -5.325 1.237 -5.233
H -0.195 -4.974 2.524
H 1.846 -3.711 0.365
C 3.325 -5.945 2.427
C 0.093 3.371 -1.086
H -4.234 -1.980 1.394
C -2.043 6.380 0.089
H -2.109 1.555 0.508
H 1.980 0.275 7.614
H 5.200 5.000 -7.518
C 3.040 -0.266 4.448
C 2.979 4.201 -5.092
C -0.862 -2.408 1.608
C 0.861 -0.755 6.105
C 3.140 -3.801 3.502
N -0.742 -1.769 -0.444
N -1.496 -2.374 0.416
C -5.217 1.520 -4.194
H 6.772 4.426 -5.703
H -4.553 -6.878 1.944
C -4.160 2.326 -3.816
H 0.849 -6.618 4.046
H 1.912 4.146 -4.906
H 0.335 -3.450 -3.662
C -3.330 -3.739 2.219
O 2.900 -1.516 -1.706
H 2.640 -0.061 -4.530
H -1.197 6.791 0.627
N -0.377 -2.742 -3.773
C 2.306 -4.113 1.260
H 4.761 -0.190 -2.505
H -6.087 -3.223 0.328
C 1.931 -0.959 3.967
C -3.271 6.999 0.217
C 3.552 -5.125 3.522
H -6.712 1.202 -1.182
P 1.973 -1.565 2.259
N -0.896 0.464 -2.309
H 3.318 -3.162 4.357
O 0.417 2.666 -0.075
N 1.971 -2.051 -2.304
H 4.040 3.652 -1.935
N 0.993 -1.202 -2.608
C 0.363 -1.738 1.436
C 3.456 4.603 -6.328
H 5.149 1.198 -1.486
H -5.320 6.987 -0.417
C -4.934 2.308 -1.558
C 3.316 3.464 -2.727
N 0.386 -1.370 0.128
Y 1.230 0.585 -0.596
Se 3.364 -0.476 1.054
As 2.888 1.522 -2.577
C -5.341 -3.753 0.905
H -0.938 -4.647 7.403
O 0.218 2.955 -2.258
C 5.705 4.361 -5.534
H 4.050 -5.519 4.398
C -4.481 -5.807 1.813
C -1.166 -3.906 4.115
H -1.683 0.573 -1.676
C -0.354 -4.910 3.594
C 0.848 -1.202 4.795
H 1.108 1.678 2.638
H -2.019 -0.810 -3.508
H -2.042 0.154 1.140
H -2.025 -3.027 5.871
H 0.087 5.080 0.143
H -0.184 1.050 2.067
H -5.039 4.987 -1.820
H -1.288 -2.989 -4.116
C -3.991 2.783 -2.495
C 3.051 0.178 5.761
O 3.140 2.539 0.253
H 3.898 2.479 0.844
C -4.200 5.373 -1.255
H 0.477 -6.451 6.485
H 2.403 4.013 -2.510
H 0.064 5.416 -1.598
H 0.004 -0.934 6.741
C 2.498 -3.299 2.376
N -2.901 3.568 -2.167
H -2.138 3.568 -2.831
C 0.230 -5.829 4.450
C -6.154 1.125 -3.254
H 2.764 4.860 -7.120
C -0.377 4.806 -0.805
O 0.784 0.969 2.074
H -6.247 -5.675 0.612
P -1.991 -2.769 2.970
H -2.698 -5.646 2.989
O -1.527 0.790 0.611
C 4.735 0.896 -2.449
C -0.161 -1.586 -3.159
H 3.334 1.477 -5.073
H 2.579 3.258 0.568
H 3.637 -6.981 2.454

---

Entry 3:
# C50H55F3N3O2

2 unconnected molecules or ions with the total composition C50H55F3N3O2 in a non-equilibrium geometry (ωB97M-V/def2-TZVPD, the OMol25 dataset).

The calculation puts the energy relative to the best compared isomer or geometry (same formula, charge and spin) at 140.1 kJ/mol. The spin multiplicity is 1. The charge is +1. The calculation puts the electronic energy at -2552.28852 Eh. The value obtained for the frontier orbital gap is 3.47 eV.

Atoms and positions in Å:
C -1.720 0.406 0.884
C -6.703 -1.536 -6.765
C -6.376 -0.599 -5.596
H 2.590 4.266 -3.352
N 2.805 1.629 0.453
H -3.143 -4.167 -3.273
N 2.416 0.740 -0.489
F -5.177 0.475 3.097
C -4.614 -3.753 -4.769
C 5.100 0.968 -3.051
C -3.296 -1.957 -1.802
H 2.618 3.854 0.599
C 2.369 3.641 2.693
H -5.103 -4.089 -1.910
C 4.854 3.704 -1.876
F -4.931 2.603 3.617
H 2.434 3.892 6.089
H 2.985 -0.586 5.608
H 3.316 -1.275 0.688
H -7.272 -0.414 -4.978
C -3.824 -2.117 -3.119
H 5.750 -2.032 0.637
C -4.529 -1.065 -3.768
H -2.833 -1.006 -1.546
H -3.850 0.156 0.639
H 6.498 -0.565 -3.644
H 5.335 3.399 -0.939
H -4.269 -7.415 2.859
C -3.292 -2.615 0.577
C 3.448 0.331 -1.406
H 0.446 4.942 1.214
O -4.416 -5.504 2.343
C 3.250 -0.675 4.545
C -3.777 -3.337 1.631
H 4.212 -0.174 4.390
C 2.102 1.447 3.739
C 4.052 1.324 -2.204
H -4.480 -0.039 -3.393
C 2.203 2.056 4.989
C -4.630 -3.929 -0.946
N 1.749 1.748 1.291
C 0.385 -0.444 -1.256
C -3.052 0.690 1.154
C 4.084 -0.926 -1.260
H 1.729 -2.367 -0.885
C 4.906 -2.688 0.400
C 2.917 3.222 -3.426
H -3.937 -7.166 1.108
H 3.008 -3.491 -1.391
H 4.627 -3.222 1.318
H 3.378 -1.741 4.316
H -5.627 -7.093 1.716
C -4.762 1.698 2.616
H 0.653 -0.597 5.143
C 2.142 -0.085 3.660
H 4.533 4.749 -1.772
H 4.006 5.876 0.559
H -2.563 3.108 3.497
H -0.241 2.934 2.642
H 3.892 6.024 2.336
H -0.694 -0.467 -1.275
C -5.424 -2.729 -5.296
C 3.879 5.316 1.496
H -1.425 -0.469 0.307
F -5.633 2.033 1.610
C -2.330 2.398 2.712
C 5.151 -1.240 -2.103
C 3.704 -1.896 -0.133
H 2.365 -0.341 2.612
H -2.597 -1.808 0.768
H -7.773 -1.587 -6.997
C 2.026 2.280 2.599
H -0.021 -0.327 3.518
C -1.018 2.259 2.273
C 0.829 -0.741 4.068
H -3.623 -3.031 2.664
H 0.992 -0.864 -2.051
H 2.372 -3.546 0.279
H -4.696 -4.757 -5.188
H -5.996 0.372 -5.929
C 1.054 0.368 -0.344
C -3.339 1.624 2.140
H 5.623 -2.220 -2.036
H -5.564 -5.691 -0.129
H 1.336 6.182 2.132
H 5.233 -3.432 -0.339
H 0.884 -1.818 3.867
H 3.569 3.109 -4.302
H 5.514 1.712 -3.734
C 1.393 5.491 1.277
C 0.645 1.065 0.794
C 2.632 -2.884 -0.557
C 2.565 4.531 1.460
C -3.699 -2.847 -0.768
C -4.934 -4.817 0.065
C -5.372 -1.394 -4.813
O -6.245 -2.887 -6.373
H 4.733 4.639 1.606
H 2.190 1.430 5.881
C -0.673 1.235 1.343
H -6.129 -1.237 -7.658
C 3.650 2.805 -2.157
C -4.576 -6.887 1.959
H 2.965 2.922 -1.314
H 5.595 3.636 -2.683
C -4.422 -4.571 1.363
C 2.477 4.213 3.960
C -3.788 -3.414 -3.728
H 1.517 6.074 0.355
C 5.656 -0.307 -3.003
C 2.364 3.432 5.106
H 2.647 5.287 4.036
H 2.034 2.589 -3.570

---

Entry 4:
# C50H55FeN3O4PTe

A molecular structure, C50H55FeN3O4PTe (ωB97M-V/def2-TZVPD, the OMol25 dataset).

The calculation puts the energy relative to the best compared isomer or geometry (same formula, charge and spin) at 0.0 kJ/mol. The spin multiplicity is 6. The charge is +2. The calculation puts the electronic energy at -4276.14955 Eh. The value obtained for the frontier orbital gap (alpha / beta) is 7.03 / 3.98 eV.

Atoms and positions in Å:
H 1.653 -5.968 2.251
H -0.930 4.131 1.006
C 1.448 -4.951 1.936
C -2.806 -0.886 0.508
C 0.994 -1.508 -3.207
H -3.925 1.975 0.150
Te -2.008 -3.526 -0.831
C -5.670 1.652 -1.057
C -0.835 3.124 1.424
H -2.073 -6.899 2.519
C -1.142 -5.175 2.234
H -3.830 -1.655 -1.277
H -1.516 -1.390 -5.494
H -1.674 2.964 2.107
H 3.859 0.935 -7.014
C 0.517 3.006 2.148
C -0.009 -3.104 1.627
H 0.526 1.995 5.668
C -6.180 1.092 -2.221
H -3.632 -0.253 0.829
H -2.716 -2.543 -3.674
H 3.510 -4.477 1.532
H 1.745 2.431 0.412
O 0.766 -7.937 2.450
H 1.495 3.944 3.870
C -3.474 0.813 -1.602
C -3.421 -2.014 -0.333
H -0.273 3.896 3.978
C -4.323 1.512 -0.749
C 2.489 -4.118 1.542
C -1.874 0.574 3.743
C -1.026 1.290 -2.028
C 3.170 0.472 2.168
H 2.659 -0.080 1.375
H -3.841 0.029 4.422
H 0.840 -0.706 -5.193
H 1.533 3.030 -4.336
C 2.219 -2.819 1.157
C -1.022 3.671 -5.031
C 0.149 -4.449 1.921
H -3.418 0.762 6.748
N -1.178 -6.535 2.228
H 5.243 2.518 -2.539
C -0.630 1.118 4.070
H -1.671 3.141 -5.731
H 1.576 -0.338 5.153
N 0.985 -2.302 1.233
C 2.998 1.798 4.266
C 2.061 -0.530 4.197
C 5.816 2.293 -4.602
H 3.969 1.383 4.556
H -1.230 1.748 7.351
C -1.684 -2.241 -3.538
H 1.455 4.166 0.591
H 3.544 1.386 1.708
C 0.815 2.526 -3.698
O 0.761 0.479 -0.734
H -5.717 0.012 -4.021
H 0.869 -2.412 -1.267
C 0.571 4.012 3.296
H 3.030 -0.999 4.395
C 0.365 1.138 -1.770
H -2.489 2.281 -3.270
H 3.003 -2.157 0.808
C -1.002 -2.509 -2.352
C -0.415 1.544 5.381
H -0.184 4.079 -5.594
H -1.596 4.509 -4.630
C -1.008 -1.592 -4.559
H -3.311 -0.207 -3.480
C -5.330 0.425 -3.096
C -1.433 2.121 -3.094
H 2.463 2.034 5.186
C -0.544 2.756 -3.922
H 3.189 2.725 3.724
O -2.143 -4.508 2.464
H 1.444 -1.253 3.655
H 2.314 0.744 -5.101
H -6.322 2.200 -0.387
C 2.787 1.549 -2.491
H 0.413 -8.550 3.104
C 1.297 1.729 -2.668
H -0.911 2.409 0.598
H 4.035 -0.120 2.485
H -0.847 -8.281 1.193
C -0.251 -7.468 1.602
C -2.033 0.614 -1.216
H -0.990 -2.670 1.776
H -2.376 -1.319 1.411
P 0.595 1.241 2.730
C 4.162 1.295 -6.036
H 0.253 -6.972 0.780
C 1.653 3.242 1.141
O 3.302 1.332 -1.412
C -3.981 0.294 -2.791
H 2.616 3.359 1.643
C 4.947 2.186 -3.527
H -2.057 0.261 2.722
C 2.278 0.765 3.396
C -2.643 0.862 5.998
C -2.878 0.449 4.695
C -1.413 1.413 6.336
C 0.339 -2.173 -2.183
H 6.099 1.931 -6.701
H 2.035 -1.232 -3.085
C 3.670 1.658 -3.702
C 0.320 -1.214 -4.389
C 3.288 1.202 -4.962
H -7.235 1.187 -2.453
H 6.802 2.720 -4.460
H -4.206 -2.525 0.230
H 0.519 5.019 2.872
N -1.740 -0.137 -0.185
C 5.422 1.851 -5.860
Fe 0.196 -0.306 0.857